Entry 1:
90
Properties=species:S:1:pos:R:3:forces:R:3 method="wB97M-V/def2-TZVPD" e_homo_ev=-11.16 energy_ev=-52698.26402 relative_energy_ev=2.587 charge=+1
C -45.22285 -47.32693 23.13330 -0.195 5.243 0.193
C -45.29097 -47.43308 21.64618 0.420 -6.016 0.725
O -45.32091 -48.57013 21.15595 0.023 4.900 -0.084
N -45.42734 -46.08178 20.93885 1.519 -0.272 2.980
H -46.43221 -46.08417 21.00603 -1.717 1.040 -0.431
H -45.08405 -45.41009 21.72980 -0.589 -0.988 -2.223
C -44.94692 -45.97236 19.58133 1.366 -1.587 -3.988
H -46.24380 -47.15418 23.56545 0.012 1.661 -1.022
H -44.49602 -46.35088 23.40802 -1.883 -3.056 0.027
H -45.31639 -48.17058 23.74328 2.154 -2.238 0.301
H -43.81139 -46.07398 19.36854 -1.826 -0.161 1.293
H -45.19505 -45.07857 19.00414 -0.547 0.295 0.874
H -45.46772 -46.79033 18.94105 0.940 1.191 1.403
C -47.14943 -39.36856 21.68317 2.190 -5.688 3.258
C -48.12672 -40.47004 21.39931 -1.274 0.672 1.175
O -49.26879 -40.24860 21.60480 -0.153 -1.573 -0.663
N -47.56234 -41.82577 20.89370 3.212 6.303 -2.343
H -46.64770 -41.87965 21.38632 -0.190 0.241 -1.025
H -47.93275 -42.66279 21.10087 -3.538 -3.985 1.304
C -47.45335 -41.65079 19.33453 -3.199 -9.517 1.565
H -47.67733 -38.59030 21.46932 -2.693 5.194 -1.356
H -46.25762 -39.48623 21.12909 1.258 0.281 -0.172
H -47.05436 -39.40992 22.84770 0.394 0.138 -2.074
H -47.06035 -40.84627 19.04085 3.339 6.572 -1.693
H -48.44393 -41.82707 18.77405 1.086 0.389 1.640
H -46.84334 -42.57230 19.02987 -0.621 1.571 0.157
N -48.98603 -44.80652 21.20565 4.251 3.020 -4.745
O -48.71371 -43.83538 21.97629 -1.684 -1.022 0.817
O -48.23360 -45.80194 21.27913 -1.243 -1.442 0.918
O -49.45123 -44.51122 20.02793 -0.186 -1.439 3.295
C -52.51331 -41.92433 19.90678 -6.859 -2.760 0.906
C -52.45731 -43.39832 19.58602 -1.784 1.186 -5.057
C -53.68954 -43.83758 18.80470 0.969 1.148 1.546
O -51.45118 -43.56707 18.57444 1.800 -0.403 1.085
H -52.60522 -41.15010 19.23371 -0.553 0.824 -2.555
H -51.63914 -41.85448 20.25860 6.507 1.674 4.076
H -53.41270 -41.85616 20.59104 1.434 0.509 0.042
H -52.25980 -44.01695 20.38703 0.471 -1.010 2.149
H -53.71821 -43.12605 18.03694 -0.632 0.878 -1.335
H -54.56978 -43.89429 19.35632 -1.677 0.456 1.122
H -53.57600 -44.77135 18.40578 0.662 -2.507 -1.176
H -50.65509 -43.79289 19.11294 -0.823 0.269 -1.129
C -47.57873 -44.27788 16.89732 2.658 2.547 2.631
C -47.32838 -45.50378 16.11922 -3.786 -0.839 -3.389
C -46.53960 -45.18586 14.84434 -1.806 -1.171 -0.303
O -46.55521 -46.34871 16.80622 8.352 3.813 -7.041
H -48.12522 -43.50041 16.41189 -1.268 0.104 -0.306
H -46.49125 -43.73881 16.73675 -2.019 -1.004 1.467
H -47.90348 -44.38209 18.08828 0.817 0.005 -3.288
H -48.42717 -46.02920 15.79337 2.780 1.191 0.857
H -46.13536 -46.03198 14.35383 0.006 -1.953 0.082
H -45.61305 -44.76086 15.10395 0.792 1.950 0.070
H -47.19639 -44.89302 14.03180 0.266 1.551 0.127
H -46.98381 -46.73699 17.38160 -6.940 -6.253 9.157
C -49.26242 -49.75093 18.28542 0.697 1.158 2.296
C -48.09375 -48.96872 18.85007 -0.407 -0.226 0.915
C -46.79590 -49.42155 18.31748 1.806 1.526 -4.566
O -48.31332 -47.58315 18.69067 0.068 1.431 2.078
H -49.11913 -50.69487 18.61338 0.794 -3.658 0.402
H -49.53499 -49.73074 17.31254 0.474 0.304 -3.637
H -50.22190 -49.63477 18.68871 -1.278 1.361 1.552
H -47.93221 -49.18643 19.93037 -0.955 0.109 -0.230
H -46.63850 -50.41629 18.43542 0.311 -3.172 1.460
H -45.81015 -48.94009 18.49427 -1.014 0.217 0.725
H -46.75188 -49.51457 17.17722 -0.580 0.889 0.898
H -48.55955 -47.28832 19.61834 0.163 0.144 -1.923
C -47.05280 -43.49839 26.55283 2.710 -0.468 -3.002
C -47.59968 -44.08555 25.19067 3.463 2.136 -1.050
C -48.01672 -45.51401 25.17935 0.996 -0.282 1.092
O -48.56142 -43.20123 24.70092 -1.515 -0.200 8.261
H -47.82419 -43.66198 27.15125 -3.261 -0.618 3.331
H -46.86237 -42.38497 26.58069 0.115 -1.408 -0.533
H -46.18859 -44.14248 26.89130 -0.756 1.018 -0.240
H -46.74084 -44.00522 24.47126 -0.089 -0.075 0.259
H -48.41893 -45.79496 24.21503 0.524 -0.265 -0.488
H -48.89046 -45.47759 25.78810 -0.605 -0.946 1.133
H -47.12488 -46.14358 25.58131 -1.941 0.684 -0.657
H -48.50374 -43.12048 23.85329 0.296 0.345 -7.969
C -50.86013 -47.69278 22.03617 -7.114 5.463 -0.315
C -51.86318 -46.40730 22.15439 6.162 -3.698 -0.805
C -53.33461 -46.59826 21.69346 -0.175 2.103 2.143
O -54.20607 -45.73479 21.82162 1.868 -0.609 -0.391
C -53.74317 -47.92652 21.31620 0.984 -2.635 -4.143
C -52.80570 -48.93110 21.07812 -3.347 -0.299 0.625
C -51.38770 -48.94699 21.47177 -0.345 0.585 0.462
O -50.72128 -49.95293 21.32646 0.231 0.253 0.037
H -49.89696 -47.70023 22.38580 2.245 0.464 0.779
H -51.21635 -45.38127 22.42442 -2.665 -2.741 -0.497
H -54.72078 -47.94494 20.66022 1.610 -0.238 2.156
H -53.18282 -49.94783 20.75199 0.535 1.411 0.000


Entry 2:
93
Properties=species:S:1:pos:R:3:forces:R:3 method="wB97M-V/def2-TZVPD" e_homo_ev=-9.24 energy_ev=-58305.91376 smiles="CCOC(=O)OC.CCOC(=O)OC.CCOC(=O)OC.CN(C)C=O.CN(C)C=O.CN(C)C=O.CN(C)C=O" relative_energy_ev=1.466
C -11.68048 -7.49778 27.42324 0.558 0.686 -0.437
C -11.53326 -7.23390 25.90131 0.281 -0.345 0.408
O -12.18389 -5.97554 25.64144 -1.591 1.109 -0.129
C -12.34271 -5.42247 24.40553 0.413 -0.985 -0.055
O -11.70557 -5.75393 23.46539 1.438 -0.784 -1.561
O -13.29289 -4.51147 24.31256 -1.432 1.641 1.254
C -13.53382 -3.68834 23.11114 0.976 -0.705 -0.097
H -11.47539 -8.53277 27.69682 0.242 0.043 -0.233
H -12.62700 -7.23629 27.89633 -0.240 0.043 -0.620
H -10.94126 -6.83340 27.87074 0.037 -0.237 0.431
H -11.85190 -8.09500 25.31388 -0.863 0.422 -0.297
H -10.47609 -7.16627 25.64452 0.088 0.319 0.119
H -14.38558 -3.02110 23.24303 -0.284 -0.782 0.608
H -13.64423 -4.32962 22.23668 -0.198 -0.047 0.184
H -12.73351 -2.98654 22.87644 0.577 -0.387 0.417
C -23.28345 -5.69624 16.90267 -0.970 -1.495 0.276
C -22.28032 -4.80891 16.32555 -0.034 1.848 -2.234
O -20.95458 -5.15018 16.67043 1.269 -0.068 0.967
C -19.93958 -4.41833 16.14487 -1.460 1.319 -0.704
O -20.09496 -3.54113 15.30956 0.261 -1.079 0.908
O -18.80477 -4.74881 16.73146 0.183 -1.158 0.781
C -17.72458 -3.85315 16.52817 0.514 0.949 -0.812
H -24.27224 -5.54121 16.47097 0.098 0.404 -0.347
H -23.45813 -5.53956 17.96711 0.483 -0.373 0.116
H -23.04434 -6.72134 16.61965 0.007 -0.248 0.628
H -22.59346 -3.78642 16.53662 0.829 0.395 0.551
H -22.29122 -4.79685 15.23567 -0.343 -0.363 -0.205
H -18.16449 -2.86369 16.65284 0.541 0.211 -0.430
H -17.25590 -4.01575 15.55760 -0.592 0.346 -0.424
H -16.84466 -3.94314 17.16515 -0.770 -0.662 0.934
C -15.34873 5.16074 17.19833 -0.741 -1.576 0.131
C -16.19340 3.89463 17.82380 1.586 2.560 0.181
O -17.44491 4.43616 18.12621 -1.899 -0.303 -1.851
C -17.74605 4.92545 19.27879 -0.607 0.913 2.599
O -17.07767 4.90338 20.30317 -0.610 -0.130 -0.990
O -18.98204 5.47565 19.16063 0.884 -0.402 -2.160
C -19.77018 5.95063 20.18754 -0.462 -0.244 2.089
H -15.70932 5.29952 16.17910 0.496 -0.752 -0.416
H -14.27505 4.99040 17.27773 -0.079 0.006 -0.343
H -15.57379 6.17961 17.51353 -0.168 -0.370 1.361
H -15.87932 3.48852 18.78531 1.002 -0.061 -0.298
H -16.30318 3.11400 17.07102 -0.165 0.167 0.142
H -20.82699 5.75404 20.00695 0.140 -0.342 -0.517
H -19.73307 7.02406 20.37320 0.655 0.058 -0.210
H -19.50775 5.40023 21.09103 -0.039 0.296 0.328
C -18.83997 2.20970 22.66046 0.705 -0.883 0.606
O -19.97121 1.85733 22.45459 -0.973 0.175 -0.264
N -18.08054 1.73803 23.70334 1.705 -0.188 0.722
C -16.61813 1.85128 23.60622 -0.019 0.540 0.322
C -18.57847 0.71559 24.62864 -1.429 -0.494 -0.933
H -18.28987 2.89220 21.99429 0.080 0.135 0.139
H -16.14427 2.02018 24.57319 -0.362 0.095 0.244
H -16.33366 2.70866 22.99623 -0.172 -0.016 -0.170
H -16.10855 0.96883 23.21931 -0.369 -0.294 -0.273
H -18.41768 0.73783 25.70649 0.585 1.168 -0.110
H -19.65883 0.72605 24.48436 -0.051 -0.096 0.118
H -18.27048 -0.29638 24.36569 0.298 -0.045 -0.486
C -11.14111 3.51760 19.87333 -0.496 1.402 0.758
O -10.54413 4.53440 20.18166 0.750 -0.482 -0.553
N -12.46630 3.43673 20.08987 -1.898 -1.244 -0.197
C -13.16864 2.13643 19.99182 1.583 -0.080 -1.435
C -13.29536 4.49982 20.58879 -0.267 0.242 1.189
H -10.72020 2.61829 19.39762 0.240 0.059 0.147
H -14.07185 1.94850 20.57233 0.547 0.580 0.686
H -12.35359 1.43136 20.15516 -0.599 -0.636 0.461
H -13.48374 1.92056 18.97094 -0.138 0.262 -0.324
H -14.23691 4.54971 20.04190 0.172 0.292 -0.295
H -13.59035 4.23487 21.60412 -0.179 -0.114 0.289
H -12.81826 5.46892 20.73474 0.243 -0.212 -0.748
C -16.36262 -1.47636 18.93173 1.949 -1.155 -1.041
O -15.40142 -2.15551 18.55448 -1.266 0.029 0.198
N -16.30579 -0.70506 20.01128 1.010 0.711 1.843
C -17.18396 0.40909 20.15650 -0.836 0.229 0.351
C -15.22281 -0.82439 21.02064 -0.387 -0.273 -0.505
H -17.32195 -1.45251 18.39198 0.094 0.240 -0.033
H -16.63263 1.26380 20.54844 0.030 0.056 0.084
H -17.96783 0.13073 20.86088 -0.356 0.479 0.038
H -17.60561 0.72114 19.20103 -0.226 -0.199 0.047
H -15.50452 -1.29465 21.96276 -0.687 -0.854 -0.281
H -14.42767 -1.39529 20.54116 0.204 0.309 0.292
H -14.93413 0.12735 21.46671 0.355 0.426 -1.033
C -20.84864 1.33166 18.37014 -3.130 -0.495 -0.521
O -19.93520 0.95086 17.67625 0.667 0.407 0.446
N -22.09574 1.67691 17.83780 0.696 0.380 -0.986
C -23.30794 1.85678 18.64704 1.049 0.337 1.736
C -22.20642 1.68553 16.35001 -0.356 -0.029 1.387
H -20.96754 1.30848 19.46445 0.884 0.080 0.189
H -24.25540 1.38246 18.39126 0.604 -0.751 -0.569
H -23.63760 2.84596 18.96476 0.442 0.955 -1.164
H -22.98727 1.57128 19.64892 -0.306 -0.903 0.149
H -22.92902 2.47721 16.15204 -0.059 -0.294 -0.559
H -21.26131 1.87515 15.84118 -0.017 0.137 0.434
H -22.53245 0.68465 16.06710 -0.321 0.174 -0.431